[1]
Density functional theory data (the ωB97M-V functional and the def2-TZVPD basis) for C16H30As2N4O2Ru as an isolated structure at a distorted geometry.

The HOMO-LUMO gap (alpha / beta) is 0.252 / 0.147 Ha. Its expectation value of S² is 6.0384. Its calculated total energy is -5562.0157 hartree. Its HOMO energy (alpha / beta) is -20.13 / -20.13 eV. The calculation puts the LUMO energy (alpha / beta) at -13.26 / -16.13 eV.

```
! wB97M-V def2-TZVPD RIJCOSX def2/J DEFGRID3
* xyz 4 5
C 4.522 -0.086 3.996
H 3.849 1.253 1.839
C -3.475 -2.245 0.255
H 5.776 0.983 2.773
H -3.651 -2.764 -3.113
C -0.951 0.732 -3.305
N 1.596 -1.580 -1.511
C -4.044 -1.805 -2.772
H 3.591 -1.138 5.491
H 3.457 -2.450 1.260
H -6.482 2.144 0.109
C -2.788 1.816 -0.996
C -4.619 3.208 -0.257
H 2.283 0.458 1.745
H 1.677 -2.299 -2.228
H -3.117 -3.263 0.098
C -5.453 2.065 -0.227
C 0.808 -1.748 0.822
H -5.021 4.182 -0.002
H -4.047 -1.104 -3.604
C -3.619 0.663 -0.928
C 3.346 -1.887 0.333
H 4.931 -0.509 0.587
H -5.067 -1.966 -2.430
C 3.842 -0.454 0.543
H -3.026 -1.840 1.159
C -4.945 0.789 -0.599
H -1.113 3.817 -2.894
H 0.601 3.481 -2.529
N 3.625 -0.430 3.049
H -0.429 4.190 -1.280
H 5.056 -0.387 5.942
H -1.929 0.840 -3.773
O -0.337 -1.422 0.227
H 3.604 0.191 -0.312
H -0.208 1.199 -3.953
C 3.360 0.279 1.811
Ru -0.548 -0.825 -1.590
H -0.705 -0.391 -3.358
C -3.304 3.085 -0.619
H -5.614 -0.063 -0.594
C -0.410 3.501 -2.123
H 6.206 0.969 4.423
H -2.671 3.962 -0.637
As -0.900 1.705 -1.516
H 1.810 -3.241 -0.261
H 2.263 -0.852 -1.766
O 0.983 -1.783 2.001
N 5.538 0.714 3.711
C 1.928 -2.157 -0.190
As -2.977 -1.183 -1.278
N 4.378 -0.573 5.219
H 4.019 -2.365 -0.384
H -4.560 -2.274 0.348
H 2.960 -1.148 3.290
*
```

---

[2]
Density functional theory data (the ωB97M-V functional and the def2-TZVPD basis) for one molecule with the formula C16H30N2O2.

As for the SMILES: CCOC(=O)N1CCC(NC2CCCCCCC2)CC1. The HOMO-LUMO gap is 0.343 Ha. Its calculated total energy is -887.6779 hartree. Its HOMO energy is -8.49 eV. The value obtained for the relative energy (zero: lowest compared OMol25 entry of this formula, charge and spin) is 0.703 eV. The calculation puts the LUMO energy at 0.84 eV.

```
! wB97M-V def2-TZVPD RIJCOSX def2/J DEFGRID3
* xyz 0 1
C -1.701 1.123 1.033
H -4.093 -0.248 0.868
H 2.317 0.034 0.330
C 3.867 1.437 -0.207
H 0.357 0.882 -0.455
H 2.522 1.372 -3.433
C -2.405 -4.709 -0.330
C 2.725 0.975 0.703
C 0.417 1.905 -0.077
H -0.913 -4.213 -1.806
C 3.726 1.101 -1.695
H -2.481 -5.303 0.587
H -1.449 -0.210 -0.658
C 2.392 1.463 -2.353
H -0.270 -4.533 -0.186
H 1.184 1.816 1.915
C -1.009 -4.839 -0.922
H 4.792 0.963 0.133
H -2.753 0.968 -0.842
H -2.891 -0.404 3.032
N -0.872 2.206 0.542
N -2.601 -1.594 1.359
C 1.592 1.990 0.916
C 1.885 2.869 -2.004
H -0.756 2.922 1.248
H 1.642 0.726 -2.071
H -1.596 -1.622 3.157
O -1.597 -3.544 1.918
H -0.194 -0.334 1.595
H -0.824 -5.874 -1.197
H 1.999 3.003 0.915
H 3.887 0.028 -1.828
H 0.347 3.880 -0.901
C -2.063 -0.887 2.500
H 2.631 3.386 -1.403
C -2.259 0.300 -0.136
H -2.553 1.608 1.529
O -2.727 -3.353 -0.033
H 4.533 1.616 -2.223
C -1.049 0.166 2.050
H 4.009 2.512 -0.077
C -2.241 -2.878 1.141
C -3.246 -0.746 0.382
H -3.168 -5.028 -1.044
C 0.545 2.871 -1.267
H 1.760 3.456 -2.916
H -3.619 -1.365 -0.432
H -0.700 0.722 2.923
H -0.255 2.621 -1.967
H 3.158 0.765 1.685
*
```

---

[3]
Density functional theory data (the ωB97M-V functional and the def2-TZVPD basis) for C16H30N6ORhS as an isolated structure at a distorted geometry.

The HOMO-LUMO gap (alpha / beta) is 0.238 / 0.238 Ha. Its calculated total energy is -1539.7092 hartree. Its HOMO energy (alpha / beta) is -9.41 / -9.42 eV. The value obtained for the relative energy (zero: lowest compared OMol25 entry of this formula, charge and spin) is 6.266 eV. The calculation puts the LUMO energy (alpha / beta) at -2.95 / -2.94 eV.

```
! wB97M-V def2-TZVPD RIJCOSX def2/J DEFGRID3
* xyz 1 1
H -0.623 -0.591 1.577
H 0.223 -1.471 -2.660
H -2.285 4.659 -0.069
N 1.542 0.168 -0.621
N 0.115 2.553 -0.991
H 2.366 0.702 2.724
H -2.451 0.081 2.681
H -2.682 2.979 -1.764
H 3.251 -0.026 0.635
C 0.282 -2.431 0.435
H 0.120 3.657 0.809
C -2.803 2.707 -0.709
H 3.255 1.259 -1.325
C 1.592 2.616 -1.093
C -0.396 3.655 -0.153
H -3.017 0.824 -1.400
H 0.040 2.076 2.502
H 1.329 -6.187 0.911
C 2.161 -0.022 0.733
H -0.234 2.737 -1.933
H 0.188 0.542 3.327
H 2.075 1.961 1.576
Rh -0.528 0.593 -0.642
H 0.771 -4.332 1.231
O -1.873 -0.540 -0.629
C 1.337 -5.706 -1.133
H 1.693 -0.699 -1.115
C 0.672 -3.757 0.321
C 2.164 1.249 -1.420
H -3.292 -0.424 0.499
H 1.879 3.325 -1.875
H 1.766 -7.433 -0.178
S 1.642 -6.396 -2.601
H -2.173 1.759 2.264
H -4.105 1.045 0.935
C 0.359 -2.143 -1.820
C -1.922 3.645 0.115
H 1.905 -1.021 1.068
H 1.954 1.030 -2.470
H -3.853 2.917 -0.480
H -0.146 4.606 -0.635
C -2.132 0.743 1.872
H 2.031 2.984 -0.168
N -2.546 1.235 -0.603
H 0.091 -2.018 1.413
C 0.750 -3.449 -2.027
C 0.267 1.022 2.344
N -0.726 0.404 1.449
C -3.123 0.623 0.682
H -2.097 3.483 1.179
C 0.915 -4.289 -0.936
N 0.117 -1.594 -0.604
N 1.481 -6.477 -0.039
C 1.758 0.955 1.852
H 0.918 -3.786 -3.040
*
```

---

[4]
Density functional theory data (the ωB97M-V functional and the def2-TZVPD basis) for C16H30N8O2PTi as an isolated structure at a distorted geometry.

The HOMO-LUMO gap (alpha / beta) is 0.239 / 0.242 Ha. Its expectation value of S² is 0.7525. Its calculated total energy is -2405.6549 hartree. Its HOMO energy (alpha / beta) is -18.97 / -18.98 eV. The value obtained for the relative energy (zero: lowest compared OMol25 entry of this formula, charge and spin) is 0.597 eV. The calculation puts the LUMO energy (alpha / beta) at -12.48 / -12.40 eV.

```
! wB97M-V def2-TZVPD RIJCOSX def2/J DEFGRID3
* xyz 4 2
O 12.964 12.802 6.705
C 14.552 16.658 7.178
N 10.247 14.420 6.132
C 9.536 10.438 5.109
C 9.463 9.063 5.153
C 8.285 13.605 6.990
H 14.015 15.639 3.060
H 7.276 13.516 7.394
H 10.406 12.255 10.107
C 8.560 7.052 6.157
C 14.832 15.394 5.002
O 12.393 14.042 8.685
H 15.036 14.672 6.895
Ti 12.253 14.671 6.557
H 6.826 8.798 7.392
H 10.037 8.430 4.477
H 14.963 11.494 7.044
N 11.995 16.753 7.235
H 13.368 18.200 7.954
H 14.800 16.481 8.251
N 10.205 11.817 9.178
H 15.001 13.000 9.342
C 13.238 17.496 7.087
N 14.425 15.382 6.424
C 7.534 10.612 6.549
H 15.030 14.349 4.740
N 8.953 12.612 6.152
C 7.542 9.240 6.717
H 15.706 16.060 4.813
C 8.506 8.476 6.040
H 16.300 11.358 8.098
H 15.354 17.263 6.746
H 11.979 10.638 9.237
H 9.633 10.956 9.432
N 15.207 11.240 7.984
H 9.706 12.561 8.607
H 11.635 16.644 8.240
C 13.730 15.952 4.104
H 11.655 16.082 4.306
H 13.735 17.112 4.127
H 10.216 10.965 4.411
H 8.872 15.684 7.373
C 11.501 11.393 8.555
N 8.781 5.914 6.049
H 6.687 11.177 6.863
H 14.175 11.448 9.863
N 12.391 15.395 4.465
H 12.196 14.572 3.869
C 10.102 13.168 5.682
C 8.662 11.227 5.944
H 11.246 10.820 7.659
C 14.420 12.082 8.961
H 15.019 10.258 8.127
H 10.569 12.913 4.689
C 9.101 14.725 6.931
P 12.849 12.630 8.230
H 13.152 18.194 6.247
H 11.210 17.294 6.816
*
```

---

[5]
Density functional theory data (the ωB97M-V functional and the def2-TZVPD basis) for a 2-piece molecular cluster, C16H31BBrFN3O7 overall at a distorted geometry.

The HOMO-LUMO gap is 0.272 Ha. Its calculated total energy is -4018.0453 hartree. Its HOMO energy is -4.74 eV. The value obtained for the relative energy (zero: lowest compared OMol25 entry of this formula, charge and spin) is 0.000 eV. The calculation puts the LUMO energy at 2.67 eV.

```
! wB97M-V def2-TZVPD RIJCOSX def2/J DEFGRID3
* xyz -1 1
C 0.007 0.759 -0.687
C 3.482 1.498 1.728
H -2.973 0.524 0.175
H -7.382 2.027 -5.247
N 3.746 -1.404 -3.278
B -0.778 1.701 2.469
H 1.865 -2.846 0.589
H 4.147 -2.127 -0.225
H -2.702 1.423 -1.322
H -1.505 2.428 1.801
H 4.349 1.462 2.400
H 2.644 0.046 -0.933
H 3.323 2.240 -0.372
O -0.876 0.966 -1.389
H 0.117 -4.276 3.021
H 4.875 -0.238 0.372
O -1.109 0.312 1.991
C 4.596 0.489 -0.417
H 2.846 -3.539 1.868
O 0.679 1.752 2.118
H 2.931 2.403 2.007
H 3.078 -0.305 2.793
C 4.028 1.738 0.298
O -5.150 2.583 -2.034
H -0.738 -2.489 1.473
H -7.522 2.364 -2.748
H -0.804 -1.113 -0.186
C -6.659 1.568 -4.570
H 2.638 -0.496 1.115
H -1.076 1.978 3.605
N 4.139 -2.359 -1.220
O -6.367 0.689 -2.322
H -5.769 2.195 -4.542
C -7.253 1.402 -3.186
C 1.050 -2.630 2.663
H 3.018 -0.732 -3.528
F 0.950 1.703 -0.587
C -0.193 -1.848 2.184
C 0.078 -0.542 0.096
H -8.163 0.805 -3.246
H -3.656 2.143 0.008
C -3.415 1.226 -0.527
O -4.605 0.612 -1.072
H 1.400 -4.383 1.346
C 3.850 -1.317 -1.862
N 3.573 -0.021 -1.331
H -6.359 0.599 -4.976
H 1.766 -2.037 3.233
C 1.806 -3.381 1.544
O 0.576 -3.644 3.589
Br 1.197 0.382 4.387
H 0.956 -1.113 -0.251
C -5.348 1.413 -1.820
H 5.531 0.706 -0.948
H 4.869 2.443 0.406
C 1.149 0.498 2.337
H 3.303 -2.308 -3.443
C 2.633 0.222 1.948
C 0.051 -0.398 1.644
H -0.844 -1.753 3.058
*
```